Formula: C41H43IN4Se2Tl
Source: OMol25
Level of theory: the ωB97M-V functional and the def2-TZVPD basis

```
! wB97M-V def2-TZVPD RIJCOSX def2/J DEFGRID3
* xyz -1 1
Tl -0.12465 -0.61563 -0.32354
C 3.01483 2.74246 2.02475
C 1.91628 2.53368 0.97987
C 2.38030 2.99704 -0.40528
C 0.62336 3.20704 1.39281
C 0.58097 4.58622 1.53537
C -0.59123 5.23051 1.89153
C -1.74642 4.49165 2.07143
C -1.75545 3.10775 1.93657
C -3.08836 2.37972 2.03455
C -4.02718 2.83324 0.90916
C -3.75266 2.58765 3.39930
C -0.54287 2.45390 1.62446
N -0.49460 1.04379 1.52711
C -0.91818 0.38429 2.56373
C -1.07832 -1.00227 2.67390
C -1.58029 -1.66272 3.81091
C -1.55192 -3.00934 3.51347
C -1.02410 -3.13234 2.20658
N -0.75446 -1.92066 1.69953
C -0.71954 -4.44361 1.50975
C -0.69478 -5.58967 2.52675
C -1.78852 -4.74564 0.45315
C 0.65728 -4.35495 0.84242
H 3.89111 2.14315 1.76741
H 2.66713 2.43493 3.01277
H 3.31784 3.79099 2.07478
H 1.71910 1.46605 0.91734
H 2.49701 4.08269 -0.44398
H 1.65972 2.70441 -1.17029
H 3.34136 2.53804 -0.64789
H 1.47941 5.16750 1.36403
H -0.60870 6.30721 2.00803
H -2.66477 5.00831 2.32567
H -2.92787 1.31291 1.89700
H -4.22236 3.90584 0.96873
H -4.97746 2.30060 0.98505
H -3.58615 2.61503 -0.06293
H -4.02659 3.63491 3.54061
H -3.08566 2.29568 4.21280
H -4.65952 1.98402 3.46438
H -1.15446 0.94803 3.47028
H -1.91251 -1.18247 4.71986
H -1.87584 -3.81560 4.15141
H -1.68499 -5.76755 2.94973
H 0.00166 -5.37404 3.33922
H -0.37292 -6.50879 2.03237
H -2.76586 -4.87798 0.92181
H -1.53257 -5.65529 -0.09751
H -1.86672 -3.92279 -0.25136
H 1.42397 -4.13008 1.58477
H 0.65585 -3.55791 0.10204
H 0.91167 -5.29584 0.34822
I 2.43190 -1.13469 1.91124
C 3.75746 -0.67033 0.33711
C 5.08666 -0.68006 0.66136
C 6.06017 -0.45298 -0.32409
C 5.66635 -0.23041 -1.60988
C 4.29918 -0.20960 -1.96695
C 3.94323 -0.03020 -3.32234
C 2.63830 -0.05965 -3.70708
C 1.63575 -0.21901 -2.73431
C 1.92289 -0.37602 -1.41017
C 3.27846 -0.41576 -0.97587
H 5.39246 -0.88127 1.67890
H 7.10836 -0.47999 -0.05534
H 6.39898 -0.08220 -2.39495
H 4.73794 0.11493 -4.04577
H 2.34430 0.03967 -4.74475
H 0.61002 -0.22462 -3.08028
Se -2.66471 -1.33260 -1.20359
Se -1.32367 -0.06077 -4.75566
C -1.51763 1.38376 -3.57750
C -2.22745 2.50416 -4.06809
C -2.37226 3.63462 -3.30320
C -1.79322 3.65752 -2.03575
C -1.13061 2.52537 -1.61769
N -0.98940 1.40005 -2.32897
C -1.64214 -2.50576 -2.25886
C -2.18087 -3.30754 -3.27075
C -1.34186 -4.15643 -3.95620
C 0.01487 -4.20207 -3.63235
C 0.46330 -3.37839 -2.62306
N -0.34826 -2.57109 -1.94345
H -2.64135 2.44113 -5.06348
H -2.92399 4.48831 -3.68071
H -1.85814 4.51921 -1.38367
H -0.66736 2.52090 -0.64576
H -3.22878 -3.22850 -3.51998
H -1.72960 -4.77939 -4.75302
H 0.70369 -4.85067 -4.15531
H 1.50666 -3.36368 -2.32239
*
```

The molar mass is 1081.030 g mol⁻¹. The HOMO energy is -3.59 eV. For the gap between HOMO and LUMO, the calculation gives 5.790 eV.



Formula: C41H43N4OPtSbSi
Source: OMol25
Level of theory: the ωB97M-V functional and the def2-TZVPD basis

```
! wB97M-V def2-TZVPD RIJCOSX def2/J DEFGRID3
* xyz 0 1
Pt -0.33875 -0.25284 0.20689
C 3.51224 -0.77389 4.15694
C 2.37186 -1.35224 4.69472
C 1.15436 -1.22702 4.06339
C 1.03380 -0.46932 2.88302
C 2.20290 0.09776 2.33759
C 3.41795 -0.06248 2.96778
N -0.14522 -0.32647 2.20571
C -1.35873 -0.70047 2.75486
C -1.75247 -0.49601 4.07585
C -2.99571 -0.92544 4.51299
C -3.87829 -1.56296 3.64845
C -3.54032 -1.74073 2.32189
C -2.30846 -1.27809 1.85645
N -1.90268 -1.30046 0.56358
N -2.65487 -1.67920 -0.44756
C -2.09649 -1.41930 -1.62671
C -2.69564 -1.86034 -2.82879
C -2.07314 -1.62181 -4.02379
C -0.85073 -0.93155 -4.03456
C -0.30608 -0.52426 -2.83833
N -0.90129 -0.73078 -1.66654
H 4.46390 -0.89938 4.65049
H 2.43601 -1.92077 5.61023
H 0.28443 -1.72949 4.45700
H 2.12646 0.66226 1.41735
H 4.30860 0.36605 2.53270
H -1.10048 0.04389 4.74498
H -3.27954 -0.75766 5.54038
H -4.83724 -1.90219 4.01333
H -4.20642 -2.21258 1.61821
H -3.62196 -2.40418 -2.74569
H -2.51090 -1.97044 -4.94916
H -0.34587 -0.71827 -4.96118
H 0.63211 0.00924 -2.79661
C 2.71983 -4.84120 2.40917
C 1.64672 -5.16275 1.39010
Sb 0.67729 -3.32332 0.67637
C 2.22902 -2.78756 -0.78089
C 2.29464 -3.69921 -1.98862
C -0.76527 -4.25805 -0.70137
C -0.60103 -5.73686 -0.98968
H 3.08369 -5.75189 2.88228
H 2.33090 -4.18442 3.18632
H 3.56479 -4.34472 1.93832
H 0.86556 -5.76374 1.85117
H 2.06471 -5.71891 0.55533
H 3.17209 -2.80445 -0.23665
H 2.03107 -1.75482 -1.07031
H 2.52208 -4.72063 -1.68644
H 3.07712 -3.36965 -2.67169
H 1.35532 -3.70181 -2.53934
H -0.71878 -3.68272 -1.62573
H -1.74599 -4.07933 -0.26213
H 0.36164 -5.95333 -1.44730
H -1.38237 -6.05676 -1.68068
H -0.69433 -6.32203 -0.07780
O 1.01527 1.24335 -0.32786
Si 0.38896 2.61804 -0.80430
C -0.44916 2.46886 -2.51673
C -1.82685 2.36774 -2.65761
C -2.41476 2.30252 -3.90846
C -1.62636 2.33834 -5.04524
C -0.24892 2.42663 -4.92327
C 0.32766 2.49440 -3.66919
C -0.97066 3.37013 0.31893
C -1.76241 2.54338 1.10212
C -2.75773 3.04172 1.92201
C -3.00547 4.40310 1.94014
C -2.24833 5.24771 1.14512
C -1.23290 4.73667 0.35579
C 1.64594 4.01695 -0.97400
C 2.74124 4.11468 -0.12932
C 3.55232 5.23495 -0.13598
C 3.27548 6.28286 -0.99696
C 2.19298 6.19467 -1.85568
C 1.38682 5.07161 -1.84188
H -2.44545 2.34492 -1.77288
H -3.49100 2.23637 -3.99199
H -2.09008 2.29603 -6.01939
H 0.38362 2.45722 -5.79869
H 1.40138 2.57968 -3.58133
H -1.59897 1.46668 1.06052
H -3.33875 2.36807 2.53755
H -3.79040 4.79954 2.56734
H -2.44903 6.31016 1.13773
H -0.63774 5.41066 -0.24291
H 2.94968 3.30148 0.55008
H 4.38830 5.29828 0.54596
H 3.89597 7.16795 -0.99649
H 1.96731 7.01258 -2.52579
H 0.53999 5.02170 -2.51365
*
```

The calculation puts the energy relative to the best compared isomer or geometry (same formula, charge and spin) at 0.00 kcal per mole. The molar mass is 952.746 g mol⁻¹. The HOMO energy (spin up / spin down) is -7.45 / -6.97 eV. For the gap between HOMO and LUMO (spin up / spin down), the calculation gives 5.709 / 4.812 eV.